(1)
The following is a quantum chemistry calculation of 2 unconnected molecules or ions with the total composition C19H23BBrFN3O11P3 at a distorted geometry, from OMol25.

- relative energy (zero: lowest compared OMol25 entry of this formula, charge and spin) (kcal/mol) = 366.6
- spin multiplicity = 1

XYZ file:
```
62
Properties=species:S:1:pos:R:3:forces:R:3:mulliken_charge:R:1
O 2.5785 -0.5309 3.5178 -3.6281 -4.4255 -4.2753 -0.664
C 2.0688 -1.5349 2.7515 6.6382 -0.9645 2.1886 0.043
O 2.8196 -2.7749 2.4899 -5.5547 6.8222 0.7755 -0.621
C 0.5161 -1.2392 2.2032 0.1720 0.2849 1.4127 0.741
F -0.2230 -1.4555 3.4629 0.6712 -0.3341 -2.8446 -0.355
N 0.1408 0.2313 1.9223 -2.4426 -1.6341 -3.9969 0.117
C -0.7533 0.3332 0.8480 3.2354 -0.5029 3.2388 -0.758
P -1.2907 2.1260 0.3106 -0.9779 1.1288 1.2302 0.100
O -0.8905 3.1177 1.6896 2.2542 -1.7459 -2.3929 -0.512
Br 0.0492 2.8991 -1.3822 -0.1365 -0.7509 1.2015 -0.090
C -1.2694 -1.1260 0.1978 1.1236 3.0238 1.5916 2.923
C -1.2479 -0.6796 -1.3845 -0.3021 0.5082 0.2234 -1.297
B -1.3880 -1.8478 -2.5053 -0.8194 -1.3683 -2.8953 0.547
O -1.4311 -1.4018 -3.9438 -1.1864 -1.8921 2.8436 -0.561
O -1.5306 -3.3037 -2.2946 -1.4917 2.5212 0.0435 -0.535
C -2.7693 -1.4135 0.8943 -0.2739 0.1449 0.6343 -0.832
C -3.0688 -0.7446 2.3164 -3.3982 -1.4519 -0.4373 -0.058
C -4.5597 -0.9408 3.0205 1.6782 -2.3965 -5.6712 -0.537
C -5.4951 -1.8520 2.0626 3.5440 1.4282 0.2453 -0.348
C -4.9187 -2.4302 0.6911 0.3068 0.2965 0.4459 -0.158
N -3.6071 -2.2769 0.0180 -2.3967 3.3295 6.7494 0.075
C 0.0334 -1.9814 0.8058 0.4383 0.4679 -0.2730 1.213
P -0.1348 -3.8433 1.1510 2.0078 0.0373 -0.7817 -0.472
P -1.7910 -4.4850 2.3601 -7.0921 -3.8454 -0.2429 1.153
O -3.0492 -4.9234 1.4496 4.4646 1.8358 3.2517 -0.634
O -1.2781 -6.0289 3.0891 1.5763 3.3349 -1.7632 -0.548
O -2.3027 -3.5197 3.6851 0.1416 -2.3744 -1.3705 -0.464
C 1.3451 -1.8488 -0.2238 4.0485 0.4661 -3.5562 -0.073
C 2.2573 -0.4872 -0.4210 0.4528 -3.9788 -2.0850 -0.276
C 3.4927 -0.5737 -1.4727 -1.3061 -1.2556 0.7224 -0.302
N 3.9734 -1.6958 -2.3356 -4.9297 -0.6025 3.4211 -0.480
C 3.1587 -2.9460 -2.2518 -1.3510 3.4523 2.7521 -0.323
C 1.8779 -3.0476 -1.2337 0.9229 1.5154 -0.2130 -0.376
H 0.5465 1.0304 2.4556 -0.2492 -0.9865 -0.4151 0.346
H 0.1120 3.2881 1.6662 -1.9366 -0.0549 0.2686 0.333
H -0.2719 -0.0597 -1.6282 -1.8507 -1.3373 0.6063 0.061
H -2.1582 0.0764 -1.5379 1.8054 -1.6446 0.2979 0.217
H -1.9892 -2.0616 -4.4727 1.5252 1.1396 1.1493 0.311
H -2.4913 -3.5706 -2.1348 1.8879 0.5849 0.0430 0.323
H -2.3487 -0.0921 3.0014 -1.2885 -1.7578 -2.1340 0.241
H -4.8356 -0.4505 4.0496 0.5313 -1.1797 -2.3494 0.344
H -6.5916 -2.0831 2.3971 2.3708 0.3468 -0.9465 0.300
H -5.6760 -3.1261 0.0794 1.9040 1.7332 1.5544 0.269
H -0.4988 -4.3947 -0.1682 -0.5329 0.8205 1.3356 0.042
H -0.2942 -6.1443 2.8764 -1.7881 0.1903 0.6167 0.345
H -3.0950 -3.9941 4.1173 1.6728 0.7927 -1.1290 0.334
H 2.0350 0.4975 0.1642 0.7179 -2.0991 -1.2841 0.242
H 4.1443 0.4255 -1.5526 -1.5681 -2.5760 0.1094 0.274
H 3.4755 -3.8611 -2.9456 -0.8332 2.2951 1.8103 0.295
H 1.3244 -4.1031 -1.2851 1.2742 2.6893 0.2819 0.083
C 3.5471 7.3577 -0.0030 0.0746 0.3945 0.3961 -0.626
O 3.3883 6.3134 -0.9613 -0.2539 0.0877 -1.0290 -0.264
C 3.1075 6.7454 -2.2166 -0.0292 0.5646 -0.1614 0.711
O 2.9876 7.9098 -2.5642 0.1701 -1.7626 0.5258 -0.538
O 2.9835 5.6575 -3.0182 0.1007 0.6640 0.8146 -0.250
C 2.6856 5.9624 -4.3792 -0.1070 0.0954 -0.5551 -0.648
H 3.7684 6.8981 0.9642 -0.0512 -0.1767 -0.3409 0.216
H 4.3850 8.0074 -0.2753 -0.2713 -0.0307 -0.0353 0.288
H 2.6226 7.9361 0.0943 0.2276 0.0014 -0.1502 0.295
H 3.4892 6.5563 -4.8266 -0.2403 0.0233 0.1404 0.303
H 1.7267 6.4851 -4.4569 0.2632 0.0591 0.0336 0.299
H 2.6088 5.0196 -4.9278 0.0854 0.0491 0.3736 0.215
```
Forces are in eV/Å.

=====

(2)
The following is a quantum chemistry calculation of a molecular structure, C19H23BaN2O6S, from OMol25.

- relative energy (zero: lowest compared OMol25 entry of this formula, charge and spin) (kcal/mol) = 0.0
- net charge = -1
- spin multiplicity = 1

XYZ file:
```
52
Properties=species:S:1:pos:R:3:forces:R:3:mulliken_charge:R:1
Ba 0.9406 -0.0138 -0.5294 -0.2158 0.2646 -0.2411 1.967
O 3.4313 -0.0952 -2.0523 0.1135 -0.0308 -0.0687 -0.542
C 4.5505 0.3310 -1.2851 -0.0455 -0.0302 0.0371 -0.554
C 4.6556 -0.4741 -0.0047 -0.0484 0.0062 0.0531 -1.154
N 3.4528 -0.3380 0.8208 0.4347 -0.1030 0.2075 0.794
C 3.0930 -1.6091 1.4504 -0.0331 0.0204 0.0187 -0.596
C 2.4307 -2.6302 0.4970 -0.0376 -0.0365 -0.0066 0.454
O 1.9887 -3.6522 1.0261 0.0346 0.0164 0.0113 -0.741
O 2.3405 -2.2920 -0.7304 -0.0239 -0.0766 0.0403 -0.835
C 3.6232 0.6994 1.8445 -0.0630 -0.0224 -0.0012 -0.654
C 2.2637 1.0537 2.4855 -0.0209 0.0020 -0.0084 0.292
O 2.1521 1.0053 3.7105 0.0109 0.0230 0.0027 -0.735
O 1.3572 1.3492 1.6392 -0.1684 -0.1404 -0.0655 -0.769
H 3.3222 -1.0502 -1.8800 -0.1331 0.0269 0.0637 0.382
H 4.4105 1.3940 -1.0740 -0.0018 0.0043 0.0095 0.312
H 5.4764 0.2205 -1.8616 -0.0010 0.0278 -0.0145 0.327
H 5.5537 -0.1874 0.5613 0.0173 0.0224 -0.0447 0.402
H 4.7743 -1.5244 -0.2792 -0.0091 -0.0087 0.0006 0.509
H 2.3622 -1.4043 2.2335 0.0620 -0.0329 0.0573 0.171
H 3.9505 -2.0860 1.9457 0.0016 -0.0178 -0.0180 0.345
H 4.0166 1.6000 1.3651 -0.0147 0.0043 -0.0076 0.407
H 4.3299 0.3816 2.6224 -0.0099 0.0041 0.0076 0.331
C -0.4967 -3.3356 4.2498 -0.0037 -0.0104 0.0039 -1.167
C -0.9047 -3.0300 2.8176 0.0066 0.0871 -0.0315 -0.669
S -0.4052 -1.3766 2.3204 0.1268 -0.0760 0.0352 0.785
O -1.0148 -1.1850 0.9473 0.0383 0.0637 0.0655 -0.901
C -1.3474 -0.3266 3.4363 0.0575 -0.0166 -0.0665 -0.604
C -2.8487 -0.5119 3.3289 -0.0101 -0.0030 0.0126 -1.210
H -0.6165 -4.3991 4.4548 -0.0054 -0.0024 -0.0133 0.388
H -1.1030 -2.7840 4.9694 0.0032 -0.0010 0.0098 0.276
H 0.5516 -3.0829 4.4164 -0.0005 -0.0031 -0.0051 0.297
H -1.9759 -3.1229 2.6352 -0.0023 -0.0230 0.0086 0.406
H -0.3620 -3.6526 2.1032 0.0001 -0.0220 0.0248 0.444
H -1.0152 0.6701 3.1380 -0.0166 0.0114 0.0123 0.424
H -0.9463 -0.5035 4.4354 -0.0035 -0.0003 0.0087 0.401
H -3.1601 -0.4752 2.2850 0.0061 -0.0033 -0.0039 0.289
H -3.3653 0.2832 3.8669 0.0110 0.0043 0.0033 0.423
H -3.1683 -1.4649 3.7534 -0.0138 0.0039 -0.0005 0.250
N -6.7823 4.0809 -6.8521 -0.0001 0.0000 -0.0010 -0.552
C -5.9014 3.6789 -6.2295 0.0152 -0.0056 0.0085 0.073
C -4.8034 3.1779 -5.4529 -0.0326 -0.0243 -0.0208 0.563
C -4.6577 1.8045 -5.2468 -0.0142 0.0330 -0.0121 -0.436
C -3.6032 1.3272 -4.4978 0.0485 0.0055 0.0299 -0.564
C -2.6589 2.1993 -3.9286 -0.0350 -0.0388 -0.0056 0.444
C -2.8223 3.5756 -4.1490 -0.0086 0.0229 -0.0077 -0.580
C -3.8762 4.0595 -4.8981 0.0197 0.0064 0.0132 -0.427
C -1.5794 1.6972 -3.1482 0.0280 -0.0032 -0.0186 -2.590
C -0.6534 1.2513 -2.4746 -0.0676 0.0756 -0.0847 1.426
H -5.3787 1.1223 -5.6782 0.0037 -0.0058 0.0025 0.415
H -3.4850 0.2651 -4.3324 -0.0107 -0.0023 -0.0066 0.435
H -2.1029 4.2566 -3.7152 -0.0009 0.0024 -0.0016 0.433
H -3.9930 5.1233 -5.0596 0.0126 0.0021 0.0075 0.415
```
Forces are in eV/Å.

=====

(3)
The following is a quantum chemistry calculation of a molecular structure, C19H23ClHoO5PS2 at a distorted geometry, from OMol25.

- ⟨S²⟩ = 8.7575
- relative energy (zero: lowest compared OMol25 entry of this formula, charge and spin) (kcal/mol) = 0.0
- net charge = -1
- spin multiplicity = 6

XYZ file:
```
52
Properties=species:S:1:pos:R:3:forces:R:3:mulliken_charge:R:1
Ho -0.7433 -0.1415 0.6988 1.4433 0.1752 0.1905 0.344
C -6.3481 1.9005 0.2457 -0.0672 0.0617 0.0654 -1.163
C -5.6814 1.2338 -0.9340 -0.0119 -0.0441 0.0616 -0.350
O -4.9559 0.0829 -0.4675 0.2631 0.0160 -0.1713 -0.371
P -3.3589 -0.0055 -0.7648 -1.1904 0.1199 -0.4350 1.194
S -2.8507 -1.7762 -0.0102 0.0492 0.3910 -0.0035 -0.472
S -2.5054 1.7230 -0.2665 -0.0147 -0.4024 0.0420 -0.445
O -3.2828 -0.0492 -2.3760 -0.0386 0.0146 0.1366 -0.409
C -3.8335 -1.1767 -3.0788 0.0620 -0.0208 -0.0797 -0.363
C -2.7250 -1.8740 -3.8316 0.0627 -0.0611 -0.0518 -1.124
H -6.9648 2.7404 -0.0847 0.0323 -0.0327 -0.0089 0.378
H -5.5918 2.2744 0.9366 -0.0087 -0.0162 -0.0146 0.249
H -6.9837 1.1916 0.7785 0.0186 0.0075 -0.0229 0.298
H -5.0096 1.9307 -1.4365 0.0347 -0.0048 -0.0231 0.444
H -6.4105 0.8784 -1.6651 -0.0263 -0.0197 0.0150 0.283
H -4.5977 -0.7856 -3.7529 0.0103 0.0388 -0.0204 0.304
H -4.3146 -1.8630 -2.3816 -0.0183 0.0087 0.0510 0.431
H -2.2164 -1.1774 -4.4995 -0.0173 0.0036 0.0249 0.295
H -3.1243 -2.6972 -4.4298 -0.0165 0.0272 0.0390 0.378
H -1.9942 -2.2749 -3.1287 -0.0007 0.0164 -0.0124 0.251
C -0.8852 0.0883 5.9430 0.0047 -0.0001 -0.0854 -0.250
C 0.3359 0.1896 5.2846 -0.1441 -0.0437 -0.0710 -0.633
C 0.3925 0.0239 3.9021 0.1746 0.0055 0.1672 -0.076
C -0.7360 -0.2495 3.1169 -0.0887 0.0545 -0.1369 -0.241
C -1.9449 -0.3412 3.8233 -0.0639 -0.0574 0.1523 -0.092
C -2.0326 -0.1795 5.2050 0.0986 -0.0017 -0.0382 -0.666
H -0.9418 0.2199 7.0178 -0.0015 -0.0064 -0.0011 0.334
H 1.2402 0.3992 5.8462 -0.0069 0.0001 0.0016 0.335
H 1.3673 0.1137 3.4263 -0.0310 0.0172 -0.0124 0.362
H -2.8653 -0.5563 3.2826 -0.0196 0.0207 0.0105 0.268
H -2.9929 -0.2614 5.7039 0.0087 0.0038 0.0063 0.339
C 5.6734 -1.6593 -2.5703 -0.0081 -0.0070 -0.0247 -1.299
C 5.5770 -0.6315 -1.4795 0.0883 -0.0383 -0.0075 0.832
C 6.6737 -0.3110 -0.7012 0.1898 -0.0022 0.0935 -0.723
C 6.5761 0.6344 0.3103 0.0750 -0.0530 -0.0370 0.222
Cl 7.9982 1.0185 1.2641 -0.0912 -0.0269 -0.0485 -0.267
C 5.3786 1.2626 0.5714 -0.0656 0.0281 0.0125 -1.011
C 4.2612 0.9562 -0.1997 0.1156 0.0041 0.0357 -0.524
C 4.3675 0.0270 -1.2311 -0.4592 -0.1045 -0.1077 0.738
O 3.3352 -0.3187 -2.0456 0.5258 0.1471 -0.1135 -0.364
C 2.1460 0.4971 -1.9589 -0.5032 0.0038 0.4111 -0.909
C 1.3258 0.1916 -0.7506 0.6103 0.0685 -1.0858 1.125
O 0.8652 -1.0211 -0.5627 -0.4125 -0.4218 0.4886 -0.778
O 1.0445 1.1222 0.1126 -0.6485 0.1961 0.7736 -0.758
H 6.6562 -2.1311 -2.5577 -0.0066 -0.0051 -0.0179 0.383
H 5.5149 -1.2115 -3.5536 -0.0144 0.0251 0.0251 0.280
H 4.9105 -2.4304 -2.4557 -0.0113 0.0229 0.0371 0.300
H 7.6208 -0.8064 -0.8803 -0.0127 0.0225 0.0069 0.321
H 5.3024 1.9798 1.3781 -0.0021 -0.0082 -0.0206 0.420
H 3.3122 1.4211 0.0311 0.0234 0.0170 0.0217 0.476
H 1.6020 0.2744 -2.8776 0.0802 -0.1489 -0.1566 0.285
H 2.4139 1.5552 -1.9461 0.0305 0.0096 -0.0613 0.414
```
Forces are in eV/Å.

=====

(4)
The following is a quantum chemistry calculation of C19H23ClN6O2 in the gas phase at a distorted geometry, from OMol25.

- relative energy (zero: lowest compared OMol25 entry of this formula, charge and spin) (kcal/mol) = 24.3
- SMILES string = CCOC(=O)CNc1nc(C(C)(C)C)nc2c1nnn2Cc1ccccc1Cl
- spin multiplicity = 1

XYZ file:
```
51
Properties=species:S:1:pos:R:3:forces:R:3:mulliken_charge:R:1
C -1.7577 5.0809 4.3020 -0.0609 -0.3177 -0.2660 -1.135
C -1.9668 3.6200 3.9325 0.2762 0.1290 0.4341 -0.229
O -2.3227 3.4754 2.5531 -0.3528 0.0087 -0.1228 -0.326
C -1.3284 3.4438 1.6695 0.0380 -0.0907 -0.3281 0.724
O -0.1604 3.5190 1.9375 0.0692 0.0450 0.0838 -0.571
C -1.8741 3.2854 0.2510 0.0261 -0.1087 0.1711 -0.706
N -0.8225 3.0327 -0.6937 0.0801 0.2647 -0.0590 -0.187
C -0.2325 1.8177 -0.7239 0.1626 -0.1862 -0.3265 -0.555
N -0.8176 0.7964 -0.1069 -0.2048 0.6556 0.0655 -0.187
C -0.2746 -0.4190 -0.1457 0.3100 -0.1346 -0.0783 -0.959
C -1.0135 -1.5300 0.5631 -0.1712 -0.1994 0.1700 2.596
C -2.1129 -0.9676 1.4618 0.1334 -0.1027 -0.1510 -2.055
C -0.0143 -2.3417 1.3917 -0.0736 0.0716 -0.1452 -1.537
C -1.6257 -2.4281 -0.5197 0.1090 0.1053 0.0903 -1.489
N 0.8432 -0.7669 -0.7611 0.1019 -0.2635 0.0499 -0.188
C 1.4255 0.2421 -1.4017 -0.6661 1.0625 0.2187 0.673
C 0.9549 1.5709 -1.4396 0.3773 -1.4858 0.1946 1.203
N 1.8237 2.2948 -2.1943 -0.3742 0.7872 0.0418 -0.429
N 2.7452 1.5221 -2.6010 0.9254 0.1386 -0.6639 -1.156
N 2.5535 0.2733 -2.1467 -0.7527 0.0756 0.6020 0.776
C 3.4446 -0.8113 -2.4683 0.4291 -0.1731 -0.0960 -1.117
C 2.7057 -2.1194 -2.4193 0.0308 -0.1289 -0.2359 0.270
C 3.0183 -3.0804 -1.4683 0.0143 0.0236 -0.1635 -0.503
C 2.3130 -4.2681 -1.3951 0.0353 -0.0414 0.0459 -0.688
C 1.2750 -4.5106 -2.2776 0.0079 0.0237 0.0163 -0.326
C 0.9463 -3.5672 -3.2348 0.0080 0.0791 -0.0563 -0.545
C 1.6601 -2.3828 -3.3005 0.1535 -0.2275 0.1250 0.799
Cl 1.2222 -1.2083 -4.4949 -0.0729 0.0572 -0.1609 -0.206
H -1.5523 5.1609 5.3655 0.0211 0.0398 0.1263 0.367
H -2.6476 5.6599 4.0674 -0.0726 0.0735 0.0282 0.296
H -0.9140 5.4875 3.7499 0.0636 0.0517 0.0038 0.318
H -2.8029 3.1879 4.4854 0.1162 0.0095 -0.0846 0.328
H -1.0546 3.0457 4.1228 -0.1967 0.0218 -0.0072 0.310
H -2.5529 2.4297 0.2468 -0.0364 0.2346 0.0278 0.240
H -2.4226 4.1870 -0.0290 0.0090 -0.0901 0.0402 0.395
H -0.2356 3.8056 -0.9715 -0.0685 -0.0680 0.0124 0.301
H -2.6130 -1.7787 1.9865 -0.0455 -0.1121 0.0578 0.478
H -2.8451 -0.4252 0.8709 -0.1191 0.0651 0.0159 0.298
H -1.6909 -0.2822 2.1920 -0.0149 0.0938 0.1244 0.370
H 0.4215 -1.7213 2.1717 0.0870 0.0416 0.1302 0.388
H 0.7837 -2.7066 0.7509 0.0785 -0.0754 0.0148 0.148
H -0.5149 -3.1876 1.8575 -0.0732 -0.0916 0.0753 0.465
H -0.8402 -2.8207 -1.1610 0.0304 -0.0621 -0.0677 0.152
H -2.1567 -3.2586 -0.0596 -0.0838 -0.1049 0.0494 0.453
H -2.3259 -1.8621 -1.1304 -0.1155 0.0351 -0.1019 0.379
H 3.8424 -0.6140 -3.4692 -0.0397 -0.0060 0.1614 0.420
H 4.2764 -0.8213 -1.7550 -0.0944 -0.0404 -0.1376 0.373
H 3.8197 -2.8871 -0.7709 0.0773 0.0535 0.0853 0.343
H 2.5678 -4.9997 -0.6436 0.0290 -0.0638 0.0668 0.411
H 0.7137 -5.4307 -2.2202 -0.0484 -0.0852 -0.0025 0.384
H 0.1363 -3.7415 -3.9259 -0.0623 0.0122 -0.0742 0.433
```
Forces are in eV/Å.